Here is a 3-piece molecular cluster, C21H32FNO9S3 overall in a non-equilibrium geometry from OMol25. Energies are from ωB97M-V/def2-TZVPD.

As for the relative energy (zero: lowest compared OMol25 entry of this formula, charge and spin): 0.0 kJ/mol. As for the total charge: 0. Its highest occupied orbital energy is -9.2 eV. The calculation puts the HOMO-LUMO gap at 9.504 eV. For the LUMO energy, the calculation gives 0.35 eV.

Each line ends with the Mulliken charge.
CARTESIAN COORDINATES (ANGSTROEM)
C 3.21 -0.13 -1.19  -1.304
C 2.12 0.71 -0.59  1.283
C 1.89 0.42 0.86  -1.569
N 1.52 1.50 -1.40  -0.762
C 0.58 2.47 -0.96  1.160
S 1.17 3.72 0.34  1.533
C -0.13 4.12 1.49  -1.041
O 2.29 3.18 1.07  -0.685
O 1.48 4.94 -0.35  -0.712
O 0.44 3.35 -2.10  -0.522
C -0.76 3.96 -2.05  0.397
O -1.13 4.86 -2.69  -0.526
O -1.52 3.30 -1.09  -0.529
C -0.93 2.04 -0.89  0.720
C -1.40 1.31 0.36  -1.981
C -1.40 -0.22 0.23  0.220
C -1.79 -0.86 1.56  -0.594
F -0.68 -1.38 2.22  -0.327
O -1.16 1.24 -2.04  -0.350
C -2.38 1.37 -2.67  0.023
O -2.39 1.46 -3.86  -0.534
C -3.68 1.32 -1.92  0.240
C -4.24 0.09 -1.59  0.088
C -5.43 0.02 -0.87  -0.805
C -6.06 1.19 -0.47  -0.435
C -5.53 2.43 -0.82  -0.772
C -4.35 2.48 -1.54  0.004
H 3.02 -1.18 -0.93  0.380
H 3.18 -0.06 -2.27  0.432
H 4.15 0.15 -0.75  0.337
H 2.87 0.30 1.32  0.500
H 1.41 1.22 1.41  0.205
H 1.39 -0.53 1.00  0.360
H 0.36 4.46 2.39  0.489
H -0.81 3.31 1.72  0.270
H -0.69 4.95 1.06  0.385
H -2.45 1.58 0.54  0.572
H -0.86 1.58 1.26  0.653
H -0.44 -0.60 -0.10  0.402
H -2.13 -0.55 -0.49  -0.203
H -2.33 -0.17 2.20  0.322
H -2.47 -1.70 1.38  0.341
H -3.75 -0.82 -1.90  0.584
H -5.83 -0.95 -0.62  0.445
H -6.97 1.17 0.12  0.403
H -6.01 3.35 -0.54  0.431
H -3.92 3.44 -1.81  0.460
C 7.04 -0.74 -2.64  -0.956
S 6.19 -2.10 -1.84  0.570
O 5.75 -1.62 -0.50  -0.604
C 7.65 -3.10 -1.56  -1.002
H 6.30 0.03 -2.87  0.301
H 7.79 -0.33 -1.97  0.312
H 7.50 -1.09 -3.56  0.392
H 8.37 -2.53 -0.96  0.298
H 8.09 -3.38 -2.51  0.382
H 7.35 -3.99 -1.02  0.329
C -2.94 -5.06 4.45  -0.990
S -2.56 -4.58 2.76  0.620
O -2.88 -5.73 1.89  -0.678
C -0.78 -4.54 2.97  -0.996
H -4.01 -5.18 4.53  0.316
H -2.44 -6.01 4.68  0.331
H -2.60 -4.28 5.14  0.332
H -0.43 -5.52 3.29  0.444
H -0.51 -3.78 3.70  0.330
H -0.34 -4.29 2.01  0.280

Here is C38H30MnN2S5Si as an isolated structure from OMol25. Energies are from ωB97M-V/def2-TZVPD.

As for the relative energy (zero: lowest compared OMol25 entry of this formula, charge and spin): 50.3 kJ/mol. Its spin multiplicity is 2. As for the total charge: +2. Its highest occupied orbital energy (spin up / spin down) is -12.7 / -12.6 eV. The calculation puts the HOMO-LUMO gap (spin up / spin down) at 6.386 / 6.298 eV. For the LUMO energy (spin up / spin down), the calculation gives -6.27 / -6.25 eV.

Each line ends with the Mulliken charge.
CARTESIAN COORDINATES (ANGSTROEM)
Mn -0.26 0.13 -0.23  0.337
S 1.65 1.33 -0.22  0.019
C 1.44 2.51 -1.55  0.647
C 2.39 3.52 -1.68  -0.771
C 2.20 4.51 -2.64  -0.758
C 1.08 4.47 -3.46  -0.666
C 0.15 3.45 -3.34  -0.522
C 0.32 2.47 -2.37  0.191
S -0.82 1.10 -2.26  0.001
C -2.35 1.85 -1.60  -0.936
C -3.02 0.86 -0.67  0.715
C -4.39 0.72 -0.64  -1.132
C -4.95 -0.14 0.30  -0.484
C -4.12 -0.80 1.19  -1.014
C -2.75 -0.62 1.09  0.674
C -1.82 -1.32 2.06  -1.175
S -0.05 -0.99 1.78  0.389
C 0.35 0.25 2.99  -0.098
C 0.59 -0.14 4.30  -0.534
C 0.94 0.81 5.25  -0.834
C 1.07 2.15 4.89  -0.720
C 0.85 2.54 3.57  -0.713
C 0.49 1.59 2.62  0.911
S 0.13 2.17 0.99  -0.300
N -2.22 0.16 0.15  0.634
H 3.25 3.54 -1.04  0.561
H 2.93 5.30 -2.75  0.454
H 0.93 5.24 -4.21  0.443
H -0.70 3.41 -4.01  0.520
H -3.02 2.14 -2.41  0.609
H -2.06 2.74 -1.04  0.357
H -5.01 1.26 -1.33  0.500
H -6.02 -0.29 0.34  0.448
H -4.53 -1.46 1.95  0.549
H -1.95 -2.40 1.98  0.500
H -2.05 -1.04 3.09  0.639
H 0.51 -1.18 4.57  0.552
H 1.12 0.51 6.27  0.468
H 1.34 2.89 5.63  0.432
H 0.95 3.57 3.29  0.518
S -0.51 -3.44 -3.15  -0.274
C -0.35 -2.35 -2.00  0.727
N -0.22 -1.55 -1.13  -0.659
C 3.83 -0.15 -4.00  -0.638
C 4.27 0.35 -2.78  -0.589
C 3.97 -0.32 -1.61  -0.680
C 3.23 -1.52 -1.66  1.911
C 2.79 -2.01 -2.90  -0.774
C 3.08 -1.32 -4.06  -0.832
Si 2.91 -2.52 -0.21  -1.500
C 2.09 -4.14 -0.37  0.927
C 2.89 -5.12 -0.96  -0.415
C 2.40 -6.41 -1.12  -0.792
C 1.11 -6.72 -0.69  -0.551
C 0.32 -5.75 -0.09  -0.587
C 0.81 -4.46 0.07  0.230
C 3.77 -2.13 1.33  1.142
C 3.20 -2.42 2.58  -0.447
C 3.92 -2.20 3.74  -0.610
C 5.22 -1.71 3.67  -0.567
C 5.81 -1.44 2.44  -0.784
C 5.09 -1.65 1.28  -0.320
H 4.08 0.37 -4.92  0.441
H 4.85 1.26 -2.75  0.498
H 4.32 0.07 -0.66  0.488
H 2.20 -2.92 -2.95  0.535
H 2.74 -1.70 -5.02  0.492
H 3.90 -4.90 -1.30  0.443
H 3.01 -7.17 -1.59  0.431
H 0.73 -7.72 -0.83  0.419
H -0.68 -5.99 0.24  0.435
H 0.18 -3.71 0.52  0.160
H 2.20 -2.83 2.64  0.483
H 3.48 -2.43 4.71  0.463
H 5.78 -1.55 4.58  0.430
H 6.83 -1.09 2.39  0.447
H 5.57 -1.46 0.32  0.504

Here is one molecule with the formula C6H15N3 in a non-equilibrium geometry from OMol25. Energies are from ωB97M-V/def2-TZVPD.

As for the relative energy (zero: lowest compared OMol25 entry of this formula, charge and spin): 335.4 kJ/mol. The SMILES is C=C(N(N)N)C(C)(C)C. As for the total charge: 0. Its highest occupied orbital energy is -7.1 eV. The calculation puts the HOMO-LUMO gap at 8.025 eV. For the LUMO energy, the calculation gives 0.90 eV.

Each line ends with the Mulliken charge.
CARTESIAN COORDINATES (ANGSTROEM)
C 0.08 0.63 0.50  2.002
C 1.44 0.96 -0.14  -1.739
C 0.25 0.15 1.94  -1.722
C -0.74 2.13 0.60  -1.772
N -0.07 -1.64 -0.80  0.336
C -0.76 -0.30 -0.34  -0.183
N 0.23 -1.75 -2.14  -0.778
N 0.93 -2.22 -0.05  -0.545
C -2.02 -0.14 -0.77  -0.898
H 0.98 -1.10 -2.37  0.244
H -0.57 -1.48 -2.70  0.280
H 0.51 -2.63 0.78  0.191
H 1.29 -3.01 -0.59  0.294
H 2.12 0.10 -0.11  0.369
H 1.94 1.76 0.41  0.446
H 1.33 1.27 -1.18  0.353
H 0.95 -0.69 2.02  0.456
H 0.66 0.94 2.58  0.418
H -0.71 -0.17 2.37  0.347
H -0.10 2.82 1.15  0.437
H -0.92 2.54 -0.40  0.432
H -1.68 2.02 1.14  0.402
H -2.50 -0.92 -1.35  0.345
H -2.62 0.73 -0.55  0.285

Here is C16H18BN9O5Re as an isolated structure from OMol25. Energies are from ωB97M-V/def2-TZVPD.

As for the relative energy (zero: lowest compared OMol25 entry of this formula, charge and spin): 0.0 kJ/mol. Its spin multiplicity is 2. As for the total charge: +2. Its highest occupied orbital energy (spin up / spin down) is -15.2 / -15.1 eV. The calculation puts the HOMO-LUMO gap (spin up / spin down) at 6.811 / 6.953 eV. For the LUMO energy (spin up / spin down), the calculation gives -8.35 / -8.10 eV.

Each line ends with the Mulliken charge.
CARTESIAN COORDINATES (ANGSTROEM)
Re 0.09 -0.16 0.06  2.101
O 1.79 0.39 3.92  -0.446
C 1.39 0.80 2.76  0.472
O 0.62 0.09 2.08  -0.761
C 1.95 2.15 2.39  -0.511
O 1.25 2.69 1.32  -0.318
C 1.94 3.10 0.15  -0.490
C 1.83 2.06 -0.94  0.340
O 1.90 2.31 -2.11  -0.554
O 1.69 0.78 -0.51  -0.471
H 1.43 -0.49 4.14  0.418
H 1.85 2.78 3.28  0.458
H 3.03 2.01 2.21  0.398
H 1.47 4.02 -0.20  0.365
H 2.99 3.31 0.34  0.420
B -0.51 -3.64 0.07  0.199
N -1.64 -2.58 0.41  -0.093
C -2.89 -2.92 0.60  -0.054
C -3.67 -1.78 0.90  -1.082
C -2.79 -0.75 0.86  -0.387
N -1.52 -1.22 0.56  0.286
N 0.92 -3.07 0.36  -0.480
C 1.98 -3.82 0.60  -0.208
C 3.13 -3.03 0.58  -1.088
C 2.68 -1.76 0.33  -0.150
N 1.32 -1.78 0.19  0.214
H -0.67 -4.58 0.80  -0.081
H -0.61 -3.94 -1.09  -0.102
H -3.19 -3.95 0.51  0.487
H -4.72 -1.74 1.11  0.434
H -2.96 0.30 1.03  0.592
H 1.86 -4.88 0.76  0.461
H 4.14 -3.35 0.74  0.473
H 3.22 -0.84 0.22  0.544
N -0.31 -0.42 -4.07  0.114
C 0.06 -1.05 -2.98  -0.255
N -0.32 -0.29 -1.94  -0.023
C -0.91 0.81 -2.52  0.128
N -0.93 0.76 -3.81  -0.625
C -1.39 1.86 -1.63  0.546
C -2.06 3.00 -2.04  -0.517
N -2.50 3.89 -1.16  -0.483
C -2.28 3.64 0.12  -0.531
C -1.59 2.52 0.55  -0.496
N -1.12 1.63 -0.33  0.520
H -0.18 -0.72 -5.03  0.217
H 0.57 -2.00 -2.93  0.541
H -2.25 3.18 -3.09  0.510
H -2.66 4.36 0.84  0.440
H -1.40 2.34 1.60  0.529

Here is C22H49ErN2OP3Se as an isolated structure in a non-equilibrium geometry from OMol25. Energies are from ωB97M-V/def2-TZVPD.

As for the relative energy (zero: lowest compared OMol25 entry of this formula, charge and spin): 0.0 kJ/mol. Its spin multiplicity is 4. As for the total charge: +3. Its highest occupied orbital energy (spin up / spin down) is -14.7 / -14.7 eV. The calculation puts the HOMO-LUMO gap (spin up / spin down) at 4.186 / 4.268 eV. For the LUMO energy (spin up / spin down), the calculation gives -10.49 / -10.41 eV.

Each line ends with the Mulliken charge.
CARTESIAN COORDINATES (ANGSTROEM)
Er -0.23 -0.46 0.42  -0.026
P 0.41 2.26 1.45  0.731
P -2.81 0.20 -0.64  0.747
P 2.48 -0.48 -0.79  0.931
H -1.37 -2.10 -1.89  0.297
C -0.44 -2.19 -1.29  -0.437
C -0.45 -2.60 0.06  -0.036
H -1.37 -2.92 0.60  0.482
C 0.50 3.91 0.69  -1.452
C -1.11 2.46 2.44  -0.949
C 1.73 2.39 2.69  -1.152
C -3.69 -0.65 -2.03  -1.303
C -4.11 -0.06 0.65  -1.363
C -3.21 1.93 -1.13  -1.085
C 3.00 -1.54 -2.23  -1.438
C 3.62 -1.18 0.49  -1.373
C 3.34 1.08 -1.27  -1.118
H 0.44 -2.06 -1.97  0.113
H 0.50 -2.59 0.68  0.273
H 0.47 4.63 1.53  0.500
H -0.36 4.09 0.03  0.383
H 1.44 4.01 0.14  0.381
H -1.06 3.44 2.94  0.507
H -1.26 1.69 3.21  0.195
H -1.95 2.45 1.74  0.105
H 2.00 3.46 2.71  0.468
H 2.61 1.79 2.41  0.277
H 1.38 2.08 3.69  0.342
H -4.73 -0.29 -2.06  0.504
H -3.70 -1.74 -1.86  0.453
H -3.18 -0.44 -2.98  0.331
H -5.06 0.22 0.19  0.546
H -3.96 0.56 1.54  0.379
H -4.14 -1.13 0.93  0.359
H -4.28 1.96 -1.42  0.456
H -2.58 2.25 -1.97  0.239
H -3.05 2.61 -0.28  0.342
H 4.09 -1.56 -2.31  0.464
H 2.55 -1.13 -3.14  0.406
H 2.66 -2.57 -2.11  0.450
H 4.63 -1.21 0.08  0.551
H 3.35 -2.20 0.80  0.400
H 3.61 -0.54 1.38  0.265
H 4.41 0.85 -1.43  0.464
H 3.24 1.83 -0.47  0.278
H 2.95 1.51 -2.20  0.336
C 0.04 0.82 -5.67  0.949
C -0.31 -0.43 -6.24  -0.282
C 0.11 -0.72 -7.53  -0.656
C 0.88 0.20 -8.24  -0.492
C 1.29 1.40 -7.65  -0.549
C 0.90 1.72 -6.36  -0.646
Se -0.54 1.29 -3.94  0.049
H -1.16 -0.06 -3.80  -0.076
H -0.89 -1.21 -5.74  0.280
H -0.15 -1.67 -8.01  0.365
H 1.21 -0.02 -9.26  0.381
H 1.94 2.05 -8.21  0.391
H 1.29 2.61 -5.85  0.318
C -2.49 -1.24 3.43  -0.700
N -1.28 -1.18 4.26  0.221
C -1.45 -1.44 5.70  -0.964
C -0.09 -1.26 3.64  0.146
O -0.10 -1.10 2.36  0.172
N 1.05 -1.55 4.30  0.073
C 1.45 -0.71 5.44  -1.214
C 2.12 -2.33 3.66  -0.758
H -2.35 -1.93 2.58  0.127
H -2.70 -0.23 3.06  0.155
H -3.30 -1.56 4.08  0.427
H -0.66 -2.11 6.08  0.360
H -1.47 -0.51 6.28  0.337
H -2.43 -1.87 5.83  0.399
H 1.60 -1.32 6.34  0.387
H 2.40 -0.20 5.25  0.397
H 0.69 0.05 5.60  0.420
H 1.81 -3.37 3.47  0.339
H 2.42 -1.86 2.70  -0.024
H 2.92 -2.33 4.40  0.451

Number 1: E_tot -77433.5375 eV. Number 2: E_tot -136235.2465 eV. Number 3: E_tot -10932.4332 eV. Number 4: E_tot -43325.6035 eV. Number 5: E_tot -149445.8277 eV.